[1]
DFT (the ωB97M-V functional and the def2-TZVPD basis) results for C4H36O13S as an isolated structure.

Summary:
- energy above the lowest of the compared OMol25 structures with the same formula, charge and spin (kJ/mol) = 342.3
- total charge = 0
- highest occupied orbital energy (eV) = -8.26
- lowest unoccupied orbital energy (hartree) = 0.002
- gap between HOMO and LUMO (Ha) = 0.3053

```
54
C4H36O13S, DFT the ωB97M-V functional and the def2-TZVPD basis
C 0.855 0.667 -3.666
C 2.115 0.740 -2.782
C 2.298 -0.158 -1.559
S 1.376 -1.715 -1.705
C 2.470 -2.947 -0.911
H 0.051 1.181 -3.156
H 1.029 1.143 -4.641
H 0.699 -0.340 -4.131
H 2.196 1.796 -2.417
H 2.989 0.780 -3.436
H 2.232 0.298 -0.540
H 3.356 -0.439 -1.519
H 3.214 -2.502 -0.281
H 1.869 -3.698 -0.405
H 2.944 -3.500 -1.714
H -0.651 -1.601 3.329
H 0.725 -1.846 3.844
O 0.142 -1.110 3.622
H -1.011 -1.698 -1.979
H -1.973 -0.619 -2.496
O -1.945 -1.420 -1.962
H -3.134 0.342 -0.708
H -4.398 0.313 -1.611
O -4.093 0.326 -0.693
H -1.698 3.396 1.559
H -2.795 3.842 0.466
O -2.492 3.157 1.059
H 4.316 -1.079 3.169
H 4.712 0.304 2.394
O 4.289 -0.557 2.361
H 0.089 3.609 -1.952
H 0.949 4.022 -2.999
O 0.060 3.643 -2.922
H -1.889 -3.331 1.560
H -1.476 -2.557 0.283
O -1.149 -3.129 0.993
H 0.833 3.161 0.943
H 0.172 2.348 1.835
O 0.265 3.316 1.716
H -2.300 1.770 -1.177
H -2.253 2.484 -2.459
O -1.841 1.726 -2.026
H 1.219 -2.482 1.688
H -0.122 -3.297 1.318
O 0.768 -3.328 1.698
H -3.236 1.421 1.397
H -4.286 0.430 1.741
O -3.334 0.549 1.824
H 2.691 0.309 2.485
H 1.381 0.674 3.055
O 1.920 0.872 2.271
H -2.659 -0.970 3.158
H -3.020 -2.391 2.732
O -2.470 -1.906 3.347
```

=====

[2]
DFT (the ωB97M-V functional and the def2-TZVPD basis) results for a 15-piece molecular cluster, C4H37NO16 overall.

Summary:
- energy above the lowest of the compared OMol25 structures with the same formula, charge and spin (kJ/mol) = 302.1
- total charge = 0
- highest occupied orbital energy (eV) = -10.31
- lowest unoccupied orbital energy (hartree) = -0.004
- gap between HOMO and LUMO (Ha) = 0.3752

```
58
C4H37NO16, DFT the ωB97M-V functional and the def2-TZVPD basis
C -1.323 1.248 2.175
O -2.227 2.147 1.604
C -1.470 -0.151 1.526
C -0.260 -0.572 0.739
C -0.423 -2.027 0.334
N 0.540 -2.710 -0.357
O -1.460 -2.622 0.625
H -1.259 1.207 3.246
H -0.328 1.619 1.850
H -3.164 1.946 1.802
H -2.261 -0.052 0.749
H -1.856 -0.807 2.301
H 0.648 -0.457 1.295
H -0.305 -0.125 -0.245
H 1.445 -2.304 -0.594
H 0.413 -3.651 -0.688
H 0.915 0.669 -4.033
H 2.171 0.023 -3.318
O 1.780 0.843 -3.660
H -4.746 0.653 0.587
H -4.449 -0.137 1.867
O -4.489 0.773 1.503
H 3.708 2.805 -1.026
H 4.448 1.581 -0.879
O 4.351 2.413 -0.404
H -1.047 2.451 -3.343
H -1.261 1.252 -2.336
O -0.836 1.511 -3.170
H -4.290 -2.319 -0.777
H -3.319 -2.529 0.562
O -4.083 -2.128 0.133
H 0.937 2.045 -1.182
H 2.154 1.805 -2.172
O 1.904 2.060 -1.239
H 3.005 -0.103 1.562
H 3.525 0.988 0.623
O 3.486 0.025 0.711
H -2.285 -3.989 -1.383
H -1.313 -3.363 -2.408
O -1.857 -4.141 -2.224
H -0.109 -1.173 -2.915
H -1.481 -0.562 -3.470
O -1.016 -1.347 -3.163
H 2.713 2.935 1.280
H 1.310 2.548 1.358
O 2.120 2.474 1.881
H 2.096 0.059 4.033
H 1.848 0.918 2.858
O 2.084 -0.017 3.075
H -1.546 3.525 -0.990
H -1.515 2.326 0.003
O -1.119 2.683 -0.815
H 0.213 -1.575 3.474
H -0.132 -2.921 3.420
O 0.267 -2.331 4.086
H 2.816 -0.523 -1.005
H 3.559 -1.716 -1.749
O 2.769 -1.181 -1.716
```

=====

[3]
DFT (the ωB97M-V functional and the def2-TZVPD basis) results for a 16-piece molecular cluster, C4H38O17 overall.

Summary:
- energy above the lowest of the compared OMol25 structures with the same formula, charge and spin (kJ/mol) = 0.0
- total charge = 0
- highest occupied orbital energy (eV) = -10.11
- lowest unoccupied orbital energy (hartree) = 0.002
- gap between HOMO and LUMO (Ha) = 0.3732

```
59
C4H38O17, DFT the ωB97M-V functional and the def2-TZVPD basis
C 0.319 1.967 1.127
O 0.971 1.899 2.393
C 0.594 0.657 0.359
C -0.614 0.106 -0.399
C -0.259 -1.182 -1.069
O -0.956 -2.181 -0.869
H 0.773 2.823 0.627
H -0.750 2.124 1.253
H 0.459 1.291 3.024
H 0.929 -0.093 1.104
H 1.453 0.808 -0.306
H -1.442 -0.012 0.293
H -0.938 0.848 -1.135
H 0.622 -1.253 -1.711
H -0.244 -3.796 -0.692
H 0.892 -4.826 -1.039
O 0.301 -4.531 -0.336
H -2.870 -0.441 1.739
H -3.740 0.625 2.578
O -2.942 0.508 2.045
H -1.969 -0.158 -3.105
H -1.125 -0.931 -4.155
O -1.048 -0.471 -3.309
H 0.052 0.955 -3.301
H 1.466 1.234 -2.704
O 0.662 1.699 -3.089
H 4.074 2.864 -0.701
H 4.000 1.558 0.175
O 4.290 1.927 -0.691
H -3.233 -2.751 1.311
H -2.062 -2.033 0.421
O -2.636 -2.001 1.241
H -1.351 -2.273 2.437
H 0.176 -2.417 2.523
O -0.605 -2.192 3.067
H -1.589 0.546 3.129
H -0.612 -0.553 3.607
O -0.797 0.410 3.694
H 3.172 -0.541 0.716
H 2.486 -1.935 0.538
O 2.984 -1.244 0.057
H 2.781 -0.438 -1.517
H 3.471 0.920 -1.857
O 2.817 0.270 -2.213
H 1.070 -3.636 0.900
H 2.030 -3.497 2.130
O 1.474 -2.990 1.526
H -4.221 -0.094 -2.482
H -3.495 1.227 -2.168
O -3.518 0.479 -2.816
H 3.932 0.862 2.449
H 2.449 1.234 1.997
O 3.343 0.879 1.692
H -3.271 2.146 -0.058
H -2.376 2.826 -1.155
O -3.270 2.450 -0.985
H -0.245 2.760 -2.146
H -0.999 4.135 -2.393
O -0.865 3.434 -1.753
```

=====

[4]
DFT (the ωB97M-V functional and the def2-TZVPD basis) results for a 15-piece molecular cluster, C4H39NO14 overall.

Summary:
- energy above the lowest of the compared OMol25 structures with the same formula, charge and spin (kJ/mol) = 80.1
- ⟨S²⟩ = 0.7543
- multiplicity = 2
- total charge = +1
- highest occupied orbital energy (alpha / beta) (eV) = -13.35 / -13.35
- lowest unoccupied orbital energy (alpha / beta) (hartree) = -0.128 / -0.319
- gap between HOMO and LUMO (alpha / beta) (Ha) = 0.3622 / 0.1716

```
58
C4H39NO14, DFT the ωB97M-V functional and the def2-TZVPD basis
C -1.568 0.975 -3.850
C -0.573 1.072 -2.650
C -1.173 2.013 -1.569
C -0.936 3.468 -1.991
N -0.495 -0.242 -2.060
H -2.566 0.918 -3.414
H -1.665 1.834 -4.511
H -1.393 0.064 -4.406
H 0.411 1.330 -3.004
H -2.169 1.649 -1.324
H -0.609 1.884 -0.635
H -1.822 3.770 -2.555
H -0.815 4.207 -1.208
H -0.181 3.555 -2.759
H -1.181 -0.406 -1.318
H 0.474 -0.489 -1.823
H -0.423 1.044 2.537
H -1.799 1.078 3.176
O -1.376 1.152 2.318
H 1.936 -2.457 -3.557
H 0.596 -2.111 -3.362
O 1.255 -2.584 -2.874
H 0.647 -2.754 0.614
H 0.231 -1.218 0.624
O 0.882 -1.863 0.896
H 2.532 -1.973 2.072
H 2.004 -2.790 3.202
O 2.599 -2.111 3.005
H -0.799 -4.473 2.640
H -0.959 -4.758 1.186
O -0.349 -4.901 1.918
H 2.674 -1.154 0.102
H 3.526 -0.923 -1.088
O 3.535 -0.798 -0.129
H -3.799 0.579 -0.322
H -4.837 0.708 -1.376
O -4.501 0.075 -0.735
H -2.622 -1.590 -0.634
H -2.714 -1.812 0.874
O -2.101 -1.835 0.134
H 3.356 1.580 0.211
H 2.462 0.802 1.096
O 2.759 1.687 0.945
H 2.340 0.358 -3.568
H 3.652 0.872 -3.155
O 3.070 0.128 -2.989
H 2.615 1.775 3.877
H 3.113 0.991 2.828
O 3.371 1.205 3.744
H 1.062 -0.853 3.014
H 1.680 0.223 3.824
O 0.928 0.097 3.207
H -2.465 3.640 2.039
H -3.123 3.015 0.814
O -3.310 3.434 1.645
H -0.948 -1.803 3.545
H 0.239 -2.557 3.261
O -0.677 -2.726 3.520
```

=====

[5]
DFT (the ωB97M-V functional and the def2-TZVPD basis) results for C4H3AuO as an isolated structure.

Summary:
- ⟨S²⟩ = 3.8011
- multiplicity = 4
- total charge = +1
- highest occupied orbital energy (alpha / beta) (eV) = -12.21 / -15.43
- lowest unoccupied orbital energy (alpha / beta) (hartree) = -0.162 / -0.307
- gap between HOMO and LUMO (alpha / beta) (Ha) = 0.2864 / 0.2605

```
9
C4H3AuO, DFT the ωB97M-V functional and the def2-TZVPD basis
C -2.492 1.262 0.127
C -2.486 0.204 -0.527
H -1.957 1.763 0.928
H -2.870 -0.368 -1.369
C -0.611 -1.245 0.015
C 0.502 -0.744 0.249
O 1.582 -0.175 0.441
Au 3.155 0.159 -0.009
H -1.186 -2.155 0.062
```

=====

[6]
DFT (the ωB97M-V functional and the def2-TZVPD basis) results for C4H3BaO as an isolated structure.

Summary:
- energy above the lowest of the compared OMol25 structures with the same formula, charge and spin (kJ/mol) = 0.0
- total charge = +1
- highest occupied orbital energy (alpha / beta) (eV) = -9.69 / -9.68
- lowest unoccupied orbital energy (alpha / beta) (hartree) = -0.196 / -0.196
- gap between HOMO and LUMO (alpha / beta) (Ha) = 0.1604 / 0.1604

```
9
C4H3BaO, DFT the ωB97M-V functional and the def2-TZVPD basis
C 2.091 -0.595 -0.681
C 0.896 -0.007 -0.573
C 0.035 0.307 0.318
C -1.062 0.728 0.970
O -2.287 0.338 0.729
Ba -3.885 -0.665 -0.874
H 2.170 -1.669 -0.865
H 3.004 0.004 -0.711
H -0.962 1.557 1.687
```

=====

Number 1: E_tot -42182.6308 eV. Number 2: E_tot -39000.0194 eV. Number 3: E_tot -39575.6068 eV. Number 4: E_tot -34926.7072 eV. Number 5: E_tot -9916.3228 eV. Number 6: E_tot -6927.5926 eV.